(1)
DFT (ωB97M-V/def2-TZVPD) results for a molecular structure, C31H9Br4CdF7N7O2S.

Results
* net charge: -1
* gap between HOMO and LUMO: 5.80 eV

Geometry (Å):
N1 1.394200 -1.634379 -0.141207
C1 2.212670 -1.087676 5.765884
N2 1.168677 -0.853131 9.480030
C2 2.784999 -1.363791 4.541578
H1 -5.463872 0.711044 2.454530
H2 -2.373319 2.204323 5.001856
C3 -0.689455 0.724754 7.040770
C4 4.131345 1.839246 5.299233
O1 0.020451 0.897622 -1.796374
C5 -1.733903 -2.087570 -4.066215
N3 0.362351 1.750119 1.996856
C6 -2.144953 -1.859748 -2.747741
C7 4.061360 -1.077540 1.826725
F1 -0.114897 -1.196372 2.427368
H3 -3.733698 0.471606 0.633901
C8 0.264835 -0.293132 7.141921
N4 0.140985 2.518566 4.199550
C9 -0.734949 -1.298291 -4.610880
C10 3.770307 1.824581 3.957839
C11 1.993609 -1.595719 0.907510
C12 1.859853 2.354488 5.912515
N5 -2.238099 1.248907 1.786754
F2 -1.221206 -0.707411 4.765927
Br1 -0.144977 -1.579670 -6.385495
C13 1.151272 -2.851939 -0.872442
C14 0.856996 -0.775714 5.913786
C15 2.053220 -1.349553 3.357562
C16 -3.501840 0.888182 1.608078
H4 4.500271 1.597182 3.190508
Br2 -2.542562 -3.463020 -5.081884
H5 3.452054 2.111890 7.315557
N6 -1.402429 1.633352 6.907585
C17 0.772582 -0.608715 8.422268
C18 2.461523 2.106792 3.599182
F3 3.021211 -1.043457 6.830598
F4 4.104279 -1.584993 4.497072
C19 3.180656 2.115211 6.268503
C20 -0.153511 -0.289706 -3.833014
C21 -1.583303 -0.863494 -1.953749
H6 -0.489925 2.534828 4.994279
N7 5.159736 -0.794625 1.641356
Cd1 -0.624904 0.736132 0.199564
C22 -0.547617 -0.043037 -2.520876
C23 1.502577 2.339397 4.574572
C24 -2.694602 1.871402 4.026054
C25 2.681379 -1.412573 2.022899
H7 5.152426 1.621380 5.581306
F5 -0.072360 -3.279284 -0.607680
H8 -4.721458 1.624972 4.660908
Br3 1.240051 0.800251 -4.499900
C26 -4.025929 1.520467 3.838810
C27 0.687642 -1.142211 3.511129
F6 2.018792 -3.820774 -0.532549
C28 -1.821327 1.708770 2.965253
Br4 -3.492710 -2.906627 -1.930217
C29 0.112419 -0.879721 4.731620
F7 1.277864 -2.619262 -2.164157
H9 1.104631 2.532642 6.666958
C30 -0.349547 2.006438 3.041568
C31 -4.440713 1.015324 2.622549
O2 -1.962216 -0.670221 -0.709324
S1 1.996621 2.243959 1.906487

Forces on the atoms, in the same order (eV/Å):
-0.1 0.1 0.0
0.0 0.0 0.0
0.0 0.0 0.0
0.0 0.0 0.0
0.0 0.0 0.0
0.0 0.0 0.0
0.0 0.1 0.1
0.0 0.0 0.0
0.0 0.0 0.0
0.0 0.0 0.0
0.0 0.0 0.0
0.0 0.0 0.0
0.0 0.0 0.0
0.0 0.0 0.0
0.0 0.0 0.0
0.0 -0.1 0.0
0.0 0.0 0.0
0.0 0.0 0.0
0.0 0.0 0.0
0.2 -0.1 -0.1
0.0 0.0 0.0
0.0 -0.1 -0.1
0.0 0.0 0.0
0.0 0.0 0.0
0.1 0.0 0.1
0.0 0.0 0.0
0.0 0.0 0.0
0.0 0.0 0.0
0.0 0.0 0.0
0.0 0.0 0.0
0.0 0.0 0.0
0.0 0.0 0.0
0.0 0.1 0.0
0.1 0.0 0.0
0.0 0.0 0.0
0.0 0.0 0.0
0.0 0.0 0.0
0.0 0.0 0.0
0.0 0.0 0.0
0.0 0.0 0.0
0.0 0.0 0.0
0.0 0.1 0.0
0.0 0.0 0.0
-0.1 0.0 0.0
0.0 0.0 0.0
-0.2 0.1 0.1
0.0 0.0 0.0
0.0 0.0 0.0
0.0 0.0 0.0
0.0 0.0 0.0
0.0 0.0 0.0
0.0 0.0 0.0
0.0 0.0 0.0
-0.1 0.0 0.1
0.0 0.0 0.0
0.0 0.0 0.0
0.0 0.0 0.0
0.0 0.0 0.0
0.0 0.0 0.0
0.0 0.0 -0.1
0.0 0.0 0.0
0.0 0.0 0.0

Results of the Löwdin charge analysis, in e, for atoms 1 through 5: N 0.26; C -0.16; N 0.11; C -0.16; H 0.11

(2)
DFT (ωB97M-V/def2-TZVPD) results for 3 unconnected molecules or ions with the total composition C4H15NO2 in a non-equilibrium geometry.

Results
* expectation value of S²: 0.754
* spin multiplicity: 2
* net charge: +1
* gap between HOMO and LUMO (alpha / beta): 10.41 / 5.60 eV

Geometry (Å):
H1 -1.241306 0.999629 -1.577388
C1 -0.664932 0.183018 -2.008726
H2 -1.700130 -2.226034 -0.509641
H3 2.954949 2.115470 -1.676853
O1 0.378770 2.601332 2.076232
H4 -0.533677 2.308992 2.166509
H5 2.340607 2.124156 -3.087375
H6 0.104063 0.669054 -2.598927
O2 3.064127 2.473828 -2.561995
H7 -2.008956 -1.577766 2.748442
H8 0.649571 -0.254517 -0.350663
H9 -1.307660 -0.367365 -2.686025
H10 0.765818 2.403402 2.935624
H11 -1.916727 -0.589294 0.099674
H12 0.468926 -1.534695 -1.523186
H13 0.378860 -1.928516 1.087032
C2 -1.373771 -2.312572 2.240816
H14 -2.038501 -3.062998 1.816255
C3 -0.085502 -0.767731 -0.976468
H15 -0.759344 -2.751915 3.015024
N1 -0.610610 -1.679271 1.229992
C4 -1.164226 -1.369110 -0.079523

Forces on the atoms, in the same order (eV/Å):
-0.1 -0.1 0.2
-0.2 0.2 0.0
0.1 -0.1 0.3
0.0 0.0 0.0
-0.1 -0.4 0.0
-0.1 0.2 0.0
0.0 0.0 0.0
0.2 -0.2 -0.1
0.1 0.0 0.0
-0.1 0.1 -0.2
-0.1 0.1 0.1
-0.2 0.0 -0.2
0.1 0.2 0.0
-0.3 -0.2 0.0
-0.1 -0.2 0.2
-0.1 0.4 0.9
-0.2 0.3 1.1
-0.1 -0.1 -0.3
0.4 -0.1 -0.3
0.3 -0.1 -0.1
0.3 -1.7 -2.1
0.1 1.5 0.4

Results of the Löwdin charge analysis, in e, for atoms 1 through 5: H 0.09; C -0.08; H 0.17; H 0.02; O -0.06

(3)
DFT (ωB97M-V/def2-TZVPD) results for C23H32N6O6 in the gas phase.

Results
* structure (SMILES): COc1cc(C[C@H](NC(C)=O)C(=O)NC2CCN(c3nc(OC)nc(OC)n3)CC2)cc(OC)c1
* gap between HOMO and LUMO: 9.00 eV

Geometry (Å):
N1 1.968483 -1.705194 1.733791
H1 1.274828 0.252887 -3.767417
O1 1.618752 0.918658 -1.833090
C1 -0.780579 -2.278165 1.135903
C2 -3.024621 -1.432250 0.590904
C3 -1.046899 2.196250 0.236547
C4 2.741491 -0.876750 1.007848
C5 -6.130143 0.095627 -0.625818
O2 3.491187 2.471102 0.841970
C6 0.371918 -2.906958 0.352508
C7 4.306807 3.296831 0.027611
H2 -4.876267 -0.043358 1.012467
O3 -3.345829 -1.248132 1.748161
H3 -1.130833 -2.967093 1.914745
C8 -0.339544 -0.962803 1.793284
C9 1.864254 0.011123 -2.876859
N2 3.502334 -1.418161 0.044356
H4 4.137087 4.314232 0.374283
H5 -3.113088 1.664693 0.218648
C10 5.058736 -2.412382 -1.785888
C11 3.538560 1.172573 0.581973
N3 -1.885867 -2.041879 0.216234
H6 -7.995171 1.103724 -0.366643
C12 -2.151485 1.476843 -0.228427
H7 1.079009 2.510325 -0.006002
C13 -0.191295 3.765355 1.798113
H8 0.246843 4.455199 1.070067
H9 4.023880 3.192861 -1.021538
C14 4.291178 -0.568599 -0.585532
H10 0.788984 -1.849303 3.422971
H11 5.791930 -2.595576 -2.568442
H12 5.358079 3.024825 0.134191
H13 2.472144 -3.375574 0.627356
H14 1.655860 -1.021307 -2.571785
H15 -1.650678 -2.035481 -0.763175
H16 -7.415615 0.259764 1.081211
C15 0.347678 1.046066 -1.352854
C16 -3.937397 -1.006522 -0.565695
N4 -4.974883 -0.188995 0.014454
H17 0.602882 -2.266733 -0.503044
H18 2.924636 0.107421 -3.106058
H19 -0.154837 -0.221759 1.014689
C17 0.945681 -1.153878 2.593710
O4 5.094808 -1.019431 -1.542066
H20 1.299788 -0.197564 2.975305
H21 -1.138271 -0.595410 2.435827
C18 1.631911 -3.010032 1.217222
H22 5.317362 -2.969683 -0.883086
H23 -2.856596 -1.000317 -2.446275
H24 0.086040 -3.893560 -0.015742
H25 -4.401976 -1.905250 -0.999149
H26 -6.662911 1.781549 0.590061
H27 0.582531 3.080709 2.157373
C19 -3.182157 -0.272386 -1.700510
N5 4.358194 0.737442 -0.365401
C20 -2.004051 0.536160 -1.228332
O5 -1.285921 3.067174 1.248454
N6 2.735376 0.421067 1.315087
O6 -6.332252 -0.218468 -1.780930
H28 1.459132 -3.679831 2.064107
H29 -0.644537 -0.413450 -2.582149
C21 -0.747102 0.315433 -1.791976
H30 4.064676 -2.722408 -2.116235
C22 -7.118020 0.863275 0.226611
H31 -3.910232 0.377558 -2.190469
H32 -0.595833 4.332840 2.634683
C23 0.198852 1.985072 -0.332577

Forces on the atoms, in the same order (eV/Å):
0.1 -0.1 0.2
0.0 0.0 0.0
-0.2 0.3 0.4
0.0 0.2 0.1
-0.2 -0.2 -0.5
0.1 -0.1 -0.2
0.5 0.4 0.0
-0.1 0.3 0.4
-0.2 -0.1 0.2
0.0 -0.1 0.3
0.3 0.3 -0.3
-0.1 0.0 -0.1
0.0 0.1 0.4
0.1 0.0 -0.1
0.1 -0.2 0.2
0.0 -0.2 -0.2
0.2 -0.3 -0.4
0.0 -0.1 0.0
-0.1 0.0 0.1
0.0 -0.5 -0.1
0.1 -0.8 -0.2
0.1 -0.3 -0.1
0.0 0.0 0.0
0.0 0.0 0.0
0.1 0.1 0.1
0.2 0.1 0.1
0.0 0.0 0.0
0.0 0.1 0.1
-0.5 0.2 0.5
0.0 0.0 0.0
0.0 0.0 0.0
-0.1 0.1 0.0
-0.1 -0.1 0.1
0.0 0.0 0.0
0.0 0.1 0.0
0.0 0.0 0.1
-0.1 0.0 0.1
-0.2 0.1 -0.2
0.4 -0.1 0.4
0.0 0.0 -0.1
0.0 0.0 0.0
0.0 0.0 0.0
-0.3 0.3 0.1
0.1 0.3 0.0
-0.1 -0.2 0.1
0.0 0.1 0.0
0.0 -0.3 -0.4
0.0 0.0 -0.1
0.0 0.0 0.0
0.0 0.0 -0.1
0.1 0.1 0.1
0.0 0.1 0.1
0.0 0.0 0.0
-0.1 0.0 0.1
0.3 0.3 -0.2
0.1 0.3 0.0
-0.2 -0.2 -0.2
-0.2 0.3 0.2
-0.1 -0.2 -0.4
0.0 0.0 0.0
0.0 -0.1 -0.1
0.3 0.0 -0.2
0.1 0.0 0.0
-0.1 -0.1 -0.2
0.0 -0.1 -0.1
0.1 0.0 -0.1
0.1 0.2 0.1

Results of the Löwdin charge analysis, in e, for atoms 1 through 5: N -0.05; H 0.10; O -0.09; C -0.28; C -0.44

(4)
DFT (ωB97M-V/def2-TZVPD) results for a molecular structure, H5N2O2PS in a non-equilibrium geometry.

Results
* gap between HOMO and LUMO: 9.44 eV

Geometry (Å):
N1 0.491833 1.399729 1.062827
N2 -0.399890 1.027572 0.077246
H1 1.517080 -1.360680 -0.106014
S1 -0.541465 -2.097101 0.780788
H2 0.367685 1.159037 2.118724
H3 1.383921 1.112968 0.717382
P1 -0.166628 -0.612741 -0.350920
O1 -0.921980 -0.463558 -1.872734
H4 -1.313398 1.402022 0.193883
H5 -1.754157 -0.941135 -1.933448
O2 1.336999 -0.626112 -0.687733

Forces on the atoms, in the same order (eV/Å):
0.8 1.2 3.0
0.3 -2.2 -0.1
1.6 -1.1 0.3
-0.6 -0.4 0.4
-0.2 -0.2 -2.8
0.7 0.2 0.4
-4.4 2.4 -2.7
1.1 -0.5 2.1
-0.6 0.2 -0.1
0.0 -0.3 0.1
1.4 0.6 -0.8

Results of the Löwdin charge analysis, in e, for atoms 1 through 5: N -0.09; N -0.23; H 0.01; S 0.29; H 0.13

(5)
DFT (ωB97M-V/def2-TZVPD) results for C2H6NO6PS in the gas phase.

Results
* structure (SMILES): NP(O)[C@@H]1OS(=O)(=O)O[C@@H]1O
* gap between HOMO and LUMO: 9.86 eV

Geometry (Å):
O1 1.830699 1.663296 0.052779
H1 -1.938743 0.894981 1.128077
O2 -2.606938 -2.372622 -0.141761
C1 -0.026709 0.009120 0.532558
H2 2.523025 -1.723498 -0.390748
H3 2.275832 2.233010 -0.575519
O3 -2.031386 -0.044612 -0.688079
O4 -0.915749 -1.871090 -1.873790
H4 -1.281521 2.730046 0.211333
C2 -1.316068 0.796554 0.234528
N1 2.524109 -0.823106 0.075640
S1 -1.562963 -1.562170 -0.649908
H5 0.299496 0.182452 1.559792
H6 2.412772 -0.983535 1.072108
O5 -0.487082 -1.368928 0.504286
P1 1.408700 0.231230 -0.656371
O6 -1.107472 2.008872 -0.394925

Forces on the atoms, in the same order (eV/Å):
0.0 -0.2 0.2
0.0 0.1 0.0
0.0 -0.1 -0.1
-0.3 -0.2 0.1
0.2 0.1 -0.1
0.1 0.2 -0.1
-0.1 0.2 -0.1
-0.1 -0.1 0.0
-0.1 0.1 0.1
0.1 -0.1 -0.1
-0.5 -0.2 -0.1
0.0 0.1 0.1
0.1 0.1 0.0
0.1 0.1 0.0
0.2 0.1 0.1
0.1 0.2 0.1
0.1 -0.3 -0.1

Results of the Löwdin charge analysis, in e, for atoms 1 through 5: O -0.30; H 0.17; O -0.21; C -0.37; H 0.04

(6)
DFT (ωB97M-V/def2-TZVPD) results for a molecular structure, C24H44IrN5O5SbSi3 in a non-equilibrium geometry.

Results
* expectation value of S²: 0.757
* spin multiplicity: 2
* net charge: +2
* gap between HOMO and LUMO (alpha / beta): 5.30 / 5.15 eV

Geometry (Å):
H1 -3.378769 -0.208085 -3.141239
H2 -3.872630 2.196066 2.861072
H3 0.419418 5.077095 0.327995
C1 3.722114 0.767153 1.973711
C2 -0.726992 -4.392909 1.440644
N1 1.645638 3.414960 0.545644
H4 4.808967 3.591186 3.552801
C3 4.155846 1.567849 3.183324
O1 2.783406 0.602653 -1.473855
C4 -0.054705 0.444547 2.535014
H5 -4.058687 1.517190 -1.453260
H6 -0.731812 -3.603623 -1.717025
H7 -2.997637 0.717667 3.253484
H8 1.454858 5.282674 2.520961
C5 -3.592999 -3.480498 2.418329
C6 -5.346011 -0.113573 1.056115
H9 2.074798 6.608458 1.526692
O2 2.469070 -2.586489 -6.801637
H10 -4.738622 -3.353967 -0.762113
Si1 -1.794543 -3.073280 2.186311
H11 -1.128396 -2.984420 4.534235
C7 1.904729 -0.912660 -3.107476
H12 -2.569965 2.190557 -0.771850
H13 -1.597425 -1.378767 3.982366
H14 -1.633071 -0.480021 -3.099245
H15 3.329781 1.650649 3.893759
H16 -6.090399 0.635253 1.345257
H17 -4.104664 -3.762753 1.496188
H18 1.981322 5.222347 -0.483081
H19 -4.128139 -2.645097 2.872847
H20 -5.007672 -3.362125 -2.503946
C8 2.097691 -1.516791 -4.369671
C9 2.628180 2.793037 1.239081
Si2 -3.717460 0.760028 0.883775
O3 -0.318776 0.786223 3.610357
H21 0.188782 -3.965019 1.028019
C10 4.228518 -0.414905 -4.588923
H22 -5.326525 -0.875505 1.836901
C11 3.220384 -1.263056 -5.079547
H23 5.118770 -0.249168 -5.179953
C12 4.572066 2.941192 2.711996
C13 -3.607469 1.933430 -0.550671
Ir1 1.532600 0.338457 -0.024842
C14 -1.705706 -3.816734 -2.154714
C15 -4.619598 -2.762866 -1.671640
H24 -0.014719 -2.037194 3.548515
C16 0.739783 -1.247686 -2.397356
H25 -3.666692 -4.328796 3.106427
H26 -2.189046 2.015110 2.370964
N2 2.688430 1.468943 1.204031
C17 2.910730 -0.018394 -2.607321
N3 3.475000 3.551444 1.965530
H27 -5.688937 -0.577926 0.131136
Si3 -2.857318 -2.361469 -2.054196
Sb1 -1.884798 -1.145180 0.286171
N4 0.193481 0.072745 1.401463
C18 4.071447 0.190570 -3.372221
H28 -0.437201 -5.107714 2.216057
C19 -3.132927 1.481829 2.486614
H29 1.089997 2.809709 -0.036759
H30 3.312760 -0.196451 2.278621
H31 5.463192 2.872787 2.079799
H32 -2.632772 -1.332199 -4.274824
H33 -2.128552 -4.685173 -1.647407
H34 -4.140056 2.858712 -0.313903
H35 -1.239308 -4.948123 0.653704
H36 4.580996 0.564153 1.326869
O4 0.346665 -0.799415 -1.295989
H37 -5.238922 -1.869118 -1.594827
C20 2.063801 5.526616 1.648138
H38 0.089511 -1.999217 -2.855099
C21 -1.067109 -2.286182 3.693928
H39 4.985162 1.071860 3.685839
N5 3.384264 -1.899377 -6.399180
H40 4.834934 0.842946 -2.972036
H41 3.893638 5.411529 2.773523
H42 -1.548772 -4.095320 -3.202304
C22 3.472418 5.011424 1.852805
O5 4.420553 -1.687433 -6.984419
H43 1.355539 -2.185903 -4.788697
C23 1.482364 4.859967 0.419520
C24 -2.597619 -0.962671 -3.243981
H44 4.121817 5.324239 1.028673

Forces on the atoms, in the same order (eV/Å):
0.0 0.0 0.0
0.0 0.0 0.0
0.0 0.0 0.0
0.0 0.0 -0.1
-0.1 -0.1 0.0
-0.1 0.1 0.0
0.0 0.0 0.0
0.0 -0.1 0.0
1.1 0.4 -0.1
0.2 0.2 -0.1
0.0 0.0 0.0
0.0 -0.1 0.0
0.0 0.0 0.0
0.0 0.0 0.0
-0.1 0.0 -0.2
0.1 -0.3 -0.1
0.0 0.0 0.0
0.0 0.0 0.0
0.0 0.0 -0.1
0.2 0.4 -0.1
0.0 0.0 0.0
0.4 0.2 0.2
0.0 0.0 0.0
0.0 -0.1 0.0
0.0 0.0 0.0
0.0 0.0 0.0
0.0 0.0 0.0
0.0 0.0 0.0
0.0 0.0 0.0
0.0 0.0 0.0
0.0 0.0 0.0
-0.3 -0.3 0.0
0.1 0.0 0.1
0.5 0.2 0.1
0.1 0.0 0.0
0.0 0.0 0.0
0.0 0.0 0.1
0.0 0.0 0.0
0.2 0.1 -0.1
0.0 0.0 0.0
0.0 0.0 -0.1
0.0 0.0 -0.1
-0.4 0.1 -0.2
-0.1 -0.1 -0.3
-0.1 0.0 0.1
0.0 0.0 0.0
0.0 -0.4 -0.7
0.0 0.0 0.0
-0.1 0.0 0.0
0.1 0.1 0.0
-0.8 -0.2 0.2
0.0 0.0 0.1
0.0 0.0 0.0
0.8 0.6 0.6
-0.7 -0.4 0.7
-1.3 -0.7 -0.7
0.1 0.1 -0.1
0.0 0.0 0.0
0.0 0.0 0.0
0.0 0.0 0.0
0.0 0.0 0.0
0.0 0.0 0.0
0.0 0.0 0.0
0.0 0.0 0.0
0.0 0.0 0.0
0.0 0.0 0.0
0.0 0.0 0.0
0.0 0.1 1.2
0.0 0.0 -0.1
0.0 -0.1 0.0
0.1 0.2 -0.2
0.1 0.0 0.0
0.0 0.0 0.0
0.0 0.0 0.0
0.0 0.0 0.0
0.0 0.0 0.0
0.0 0.0 0.0
0.0 0.0 0.0
0.0 0.0 0.0
0.0 0.0 0.0
0.1 0.0 0.0
-0.1 -0.2 -0.3
0.0 0.0 0.0

Results of the Löwdin charge analysis, in e, for atoms 1 through 5: H 0.04; H 0.06; H 0.12; C -0.22; C -0.21

In the order shown, the computed electronic energy values come out to -361412.3239 -9967.4625 -45598.2278 -27281.2478 -36070.3173 -76285.3051 eV.
In the order shown, the computed relative energy (zero: lowest compared OMol25 entry of this formula, charge and spin) values come out to 0.000 0.376 0.000 0.328 0.000 0.416 eV.
In the order shown, the computed molar mass values come out to 1108.5 109.2 488.5 128.1 203.1 880.9 g mol⁻¹.